12 unconnected molecules or ions with the total composition C44H122N10O14 at a distorted geometry, computed with the ωB97M-V functional and the def2-TZVPD basis.

The HOMO-LUMO gap comes out at 9.04 eV. For the highest occupied orbital energy, the calculation gives -8.789 eV. Its LUMO energy is 0.256 eV. The calculation puts the energy relative to the best compared isomer or geometry (same formula, charge and spin) at 213.9 kcal/mol. The SMILES is COC[C@H](C)N.COC[C@H](C)N.COC[C@H](C)N.COC[C@H](C)N.COC[C@H](C)N.COC[C@H](C)N.COC[C@H](C)N.COC[C@H](C)N.COC[C@H](C)N.COC[C@H](C)N.OCCO.OCCO.

Structure (ORCA input):
```
! RIJCOSX wB97M-V def2-TZVPD def2/J DEFGRID3
* xyz 0 1
C 1.00 -2.65 -6.18
O 1.66 -3.88 -5.85
C 2.33 -3.94 -4.61
C 1.40 -3.96 -3.39
C 2.16 -4.28 -2.14
N 0.38 -5.00 -3.55
H 1.79 -1.90 -6.31
H 0.20 -2.31 -5.52
H 0.50 -2.87 -7.12
H 2.91 -4.86 -4.70
H 3.03 -3.10 -4.48
H 0.98 -2.96 -3.36
H 2.53 -5.31 -2.15
H 1.63 -4.09 -1.20
H 3.11 -3.76 -2.02
H 0.90 -5.86 -3.69
H 0.01 -4.91 -4.50
C 2.53 -0.92 -4.96
O 3.18 0.10 -4.25
C 4.11 0.77 -5.06
C 4.62 2.00 -4.31
C 5.33 3.04 -5.17
N 5.41 1.59 -3.14
H 1.92 -0.48 -5.76
H 1.78 -1.41 -4.33
H 3.21 -1.68 -5.37
H 4.94 0.11 -5.36
H 3.79 1.15 -6.04
H 3.71 2.41 -3.85
H 4.76 3.53 -5.96
H 6.20 2.56 -5.62
H 5.68 3.92 -4.62
H 5.57 2.44 -2.61
H 4.89 0.91 -2.61
C -0.77 0.55 2.23
O -0.09 -0.22 1.28
C -0.69 -0.32 0.03
C 0.22 -0.95 -0.99
C 1.61 -0.40 -1.15
N -0.51 -0.72 -2.29
H -1.06 1.48 1.73
H -0.19 0.68 3.14
H -1.73 0.10 2.51
H -1.62 -0.91 0.03
H -0.93 0.67 -0.37
H 0.30 -2.04 -0.92
H 2.11 -1.03 -1.88
H 2.11 -0.15 -0.21
H 1.55 0.59 -1.61
H -1.10 -1.53 -2.46
H 0.28 -0.79 -2.93
C -2.82 -2.02 5.52
O -3.18 -1.08 6.54
C -3.31 -1.77 7.81
C -2.58 -0.94 8.87
C -1.14 -0.50 8.48
N -2.45 -1.57 10.16
H -1.83 -2.42 5.69
H -2.95 -1.41 4.62
H -3.56 -2.82 5.45
H -4.39 -1.73 7.97
H -2.84 -2.75 7.68
H -3.13 -0.01 9.05
H -0.49 -1.37 8.49
H -0.77 0.11 9.31
H -0.99 0.12 7.60
H -3.33 -1.67 10.65
H -2.11 -2.50 9.92
C -3.84 2.40 6.96
O -2.83 2.58 6.01
C -2.68 3.94 5.59
C -1.71 3.87 4.40
C -0.36 3.26 4.92
N -1.40 5.22 3.91
H -3.65 2.85 7.95
H -3.76 1.34 7.18
H -4.83 2.73 6.63
H -3.64 4.37 5.30
H -2.25 4.58 6.37
H -2.12 3.21 3.64
H -0.67 2.41 5.52
H 0.18 4.01 5.51
H 0.29 2.94 4.11
H -0.43 5.27 3.64
H -1.81 5.24 2.98
C -1.73 0.28 -5.81
O -0.55 0.80 -6.40
C -0.17 2.04 -5.84
C 0.76 2.74 -6.83
C 1.03 4.18 -6.37
N 0.18 2.86 -8.18
H -2.55 1.00 -5.75
H -1.50 -0.11 -4.82
H -2.11 -0.50 -6.47
H -1.08 2.65 -5.75
H 0.21 2.07 -4.81
H 1.78 2.35 -6.83
H 0.47 4.89 -6.99
H 2.04 4.43 -6.72
H 0.89 4.43 -5.32
H -0.61 3.48 -8.10
H -0.24 1.95 -8.35
C 0.10 -4.75 6.59
O -0.19 -4.17 5.33
C 0.94 -3.84 4.53
C 0.41 -2.87 3.49
C -0.24 -3.65 2.33
N 1.40 -2.00 2.84
H 0.04 -3.88 7.26
H 1.09 -5.22 6.67
H -0.64 -5.50 6.87
H 1.63 -3.24 5.14
H 1.49 -4.68 4.10
H -0.36 -2.21 3.89
H 0.47 -4.18 1.69
H -0.77 -2.91 1.72
H -0.95 -4.39 2.72
H 2.00 -2.66 2.35
H 0.93 -1.54 2.06
C -1.52 2.86 -2.26
O -2.45 3.54 -1.42
C -1.94 4.35 -0.38
C -3.04 5.11 0.36
C -4.05 4.17 1.09
N -3.94 5.81 -0.63
H -0.74 3.44 -2.77
H -2.05 2.27 -2.99
H -0.93 2.27 -1.55
H -1.32 3.80 0.33
H -1.33 5.07 -0.95
H -2.78 5.85 1.11
H -3.55 3.46 1.75
H -4.60 3.53 0.39
H -4.72 4.74 1.73
H -3.58 6.74 -0.83
H -3.66 5.27 -1.45
C 5.11 -1.51 -1.16
O 6.53 -1.42 -1.20
C 7.20 -2.26 -2.12
C 7.34 -1.68 -3.55
C 8.37 -2.51 -4.28
N 7.81 -0.30 -3.50
H 4.79 -0.84 -0.36
H 4.75 -2.54 -1.11
H 4.75 -1.09 -2.10
H 8.17 -2.48 -1.65
H 6.85 -3.30 -2.09
H 6.37 -1.65 -4.07
H 9.30 -2.41 -3.72
H 8.50 -2.20 -5.32
H 7.99 -3.53 -4.33
H 7.07 0.39 -3.63
H 8.02 -0.08 -2.53
C -8.03 0.27 1.86
O -7.09 -0.49 1.13
C -6.56 0.16 -0.01
C -5.04 0.07 -0.09
C -4.45 0.48 1.28
N -4.52 0.95 -1.10
H -8.93 0.50 1.29
H -7.56 1.22 2.17
H -8.30 -0.17 2.81
H -6.99 -0.41 -0.85
H -6.95 1.17 -0.15
H -4.70 -0.96 -0.25
H -4.72 1.43 1.73
H -3.36 0.52 1.36
H -4.71 -0.35 1.95
H -4.21 0.49 -1.95
H -3.68 1.47 -0.87
O -1.48 -3.42 -2.15
C -1.62 -3.97 -0.83
C -2.99 -3.64 -0.26
O -3.30 -4.52 0.83
H -0.79 -3.97 -2.58
H -1.57 -5.06 -0.75
H -0.80 -3.47 -0.33
H -3.67 -4.00 -1.04
H -3.14 -2.58 -0.04
H -4.24 -4.43 1.01
O 3.75 2.88 3.21
C 2.88 1.99 2.51
C 2.37 2.56 1.17
O 1.58 3.71 1.45
H 3.23 3.65 3.45
H 3.39 1.03 2.40
H 1.97 1.86 3.10
H 1.71 1.87 0.65
H 3.18 2.72 0.46
H 2.18 4.46 1.56
*
```


A single C6H5N molecule at a distorted geometry, computed with the ωB97M-V functional and the def2-TZVPD basis.

The HOMO-LUMO gap (spin up / spin down) comes out at 7.13 / 7.55 eV. For the highest occupied orbital energy (spin up / spin down), the calculation gives -8.161 / -7.501 eV. Its LUMO energy (spin up / spin down) is -1.035 / 0.045 eV. The calculation puts the energy relative to the best compared isomer or geometry (same formula, charge and spin) at 192.3 kcal/mol.

Structure (ORCA input):
```
! RIJCOSX wB97M-V def2-TZVPD def2/J DEFGRID3
* xyz 0 1
C 0.05 0.08 -1.92
C 0.92 0.93 -1.43
C -0.81 -0.68 -1.04
C -0.70 -0.67 0.37
C 0.58 0.54 2.33
C 1.44 0.61 1.30
N 0.12 -0.11 1.18
H -0.32 0.15 -3.00
H 1.72 0.82 -0.67
H -1.69 -1.16 -1.32
H -1.56 -1.07 0.73
H 0.24 0.57 3.47
*
```


no.,total energy (eV)
1,-91162.2452
2,-7783.4541